Here is C30H45N3O4PTeV as an isolated structure from the Open Molecules 2025 dataset. Energies are from ωB97M-V/def2-TZVPD.

```
85
Properties=species:S:1:pos:R:3:mulliken_spin:R:1
O -0.1701 -2.2563 0.1179 0.0155
C -1.6481 -0.0772 1.7649 -0.0730
O 2.0646 -3.3106 -0.0877 0.0015
H -2.8279 1.7694 -0.4714 0.0052
H -3.4187 -0.0208 2.9887 -0.0010
P 0.8573 -3.0820 0.8870 0.0082
C 4.3873 -2.7898 0.3038 -0.0008
H -2.1886 1.2200 3.3160 -0.0006
H 0.6789 -7.0784 1.4036 0.0001
C 3.8561 1.0413 0.3298 -0.0152
H -3.4980 -3.8363 1.4837 -0.0001
C -3.5171 -0.6692 0.3285 -0.0042
C 4.6600 1.7875 -0.5312 0.0050
H -0.8451 1.6284 -2.1552 0.0012
C -0.3557 5.2551 -0.5364 -0.0001
H 3.5479 -4.6813 -0.3457 -0.0003
C -3.7190 1.4649 -1.0172 -0.0027
C 0.5672 -6.6963 0.3900 0.0003
Te 1.3454 -1.9936 2.9961 -0.0061
H 4.1786 -2.0142 1.0410 0.0003
H -2.4668 4.1747 -3.0921 0.0000
H 0.5770 4.0509 -2.9282 0.0002
H 0.1807 6.0293 -1.0883 0.0000
H 4.9893 2.5466 -2.5065 -0.0008
C -0.3999 3.5658 -2.9493 -0.0005
H -0.5754 5.6783 0.4431 0.0000
C 2.6744 0.4892 -0.1833 0.0078
H 5.3668 -3.2184 0.5177 0.0000
C 1.4207 1.0839 2.7683 0.0316
H 0.3143 -0.1979 -1.6391 -0.0029
H 3.2156 -4.2976 1.3468 -0.0004
H -6.1624 0.4208 -1.4611 0.0000
C -5.5587 -0.2198 -0.8297 -0.0001
H 4.0916 1.6689 2.3896 -0.0008
H -2.1895 4.1405 -0.7075 0.0001
H 1.4923 4.1440 -0.9355 0.0003
H 1.5568 -6.5333 -0.0361 -0.0001
C 2.3912 0.5854 -1.5615 -0.0113
H 0.9098 3.9624 0.7031 -0.0015
H -2.1560 -2.6975 1.5649 0.0026
H 2.9913 1.4090 -3.4377 0.0000
C -1.6737 4.9463 -1.2402 0.0004
C 3.3388 -3.8693 0.3494 0.0014
H 5.5686 2.2264 -0.1363 0.0000
H -0.2728 -4.9569 -0.5996 -0.0001
H -0.4823 3.0860 -3.9234 -0.0001
C 1.2824 -0.0938 1.8464 -0.1065
H 5.4114 0.7055 1.7483 -0.0003
C 0.5862 4.0393 -0.3317 0.0030
H -7.0943 -1.6967 -0.6134 0.0001
H 2.2579 0.9846 3.4605 -0.0036
C -4.0246 -1.8731 0.8283 0.0032
V -0.1664 -0.2225 0.4474 1.2260
O 0.3210 -4.4856 1.3495 0.0021
C -0.0094 2.7027 -0.6862 0.0002
N 1.7435 -0.2236 0.5745 -0.0831
O -0.0965 1.8109 0.1867 0.0034
C 4.3282 0.8242 1.7409 0.0005
H -3.4487 -2.6307 2.7596 0.0004
H -3.4742 1.3991 -2.0817 -0.0001
C 4.3444 1.9625 -1.8642 -0.0062
H 4.4191 -2.3295 -0.6833 0.0000
C -3.2318 -2.8027 1.7028 -0.0007
C -1.5227 4.5722 -2.7133 -0.0001
H -2.3339 5.8110 -1.1598 0.0000
C -4.2655 0.1671 -0.5032 0.0011
H -1.2733 -5.5916 0.7125 -0.0001
C -6.0866 -1.4060 -0.3489 0.0002
C 3.2177 1.3357 -2.3806 0.0094
H 1.5735 1.9923 2.1825 -0.0037
C -0.2489 -5.4299 0.3834 -0.0010
H 1.5285 -1.2783 -2.2261 0.0019
H -4.4555 2.2623 -0.9070 0.0001
N -2.1646 -0.3225 0.6294 -0.0084
N -0.3951 2.5055 -1.9427 0.0014
H 3.8920 -0.0707 2.1849 0.0003
H -1.8962 -0.4259 3.8372 -0.0001
H 0.0643 -7.4592 -0.2053 0.0000
C -5.3249 -2.2199 0.4690 0.0000
C 1.2798 -0.2158 -2.1746 0.0103
H -5.7366 -3.1516 0.8367 0.0001
H -1.3015 5.4626 -3.3068 0.0001
H 1.0455 0.1339 -3.1797 -0.0003
C -2.3472 0.1736 3.0437 -0.0050
H 0.5062 1.2057 3.3505 -0.0038
```

Calculated values
Net charge: +1
Multiplicity: 2

***

Here is C30H45NO3P2RuS as an isolated structure in a non-equilibrium geometry from the Open Molecules 2025 dataset. Energies are from ωB97M-V/def2-TZVPD.

```
83
Properties=species:S:1:pos:R:3:mulliken_spin:R:1
H 3.8734 -1.1127 -5.3454 -0.0005
C 3.7979 3.5901 3.7328 0.0020
H 1.8243 2.7807 -3.6664 -0.0022
H 0.1962 -0.7917 -2.6085 0.1543
P -0.5503 1.7392 -5.6832 -0.0166
P 1.8029 0.0387 -5.2836 0.1010
H 1.7774 2.1834 -6.3596 -0.0004
C 1.0197 2.2084 -3.1657 0.1152
O 4.0978 0.2435 -0.2442 0.0872
C -1.0602 -0.6229 1.2255 0.2199
H 5.4912 1.0645 2.1306 -0.0006
C -0.0132 -0.4273 2.1411 0.1382
C -0.2695 3.0435 -3.1145 0.0357
O 0.0594 2.4734 1.2174 -0.0019
H 0.7283 -3.8201 -0.6572 -0.0094
H 0.9374 0.7910 3.6197 0.0082
H 0.0511 3.9613 -2.5916 0.0039
H -2.2088 1.1853 1.3163 0.0101
H 2.1262 -2.4507 3.3388 0.0001
H -2.6868 1.1766 -6.6365 -0.0005
H -2.3714 -1.5265 -1.0179 -0.0029
C -2.3045 1.5302 -2.4394 0.0767
C 2.6503 2.8756 1.7501 -0.0074
H 1.8597 4.3617 3.0749 0.0001
H -1.5290 -1.5426 -3.5197 -0.0062
H -1.5136 -0.6941 -5.0240 0.0159
C -1.4735 2.5838 -2.3709 -0.0358
Ru 1.6274 -0.5795 -0.0458 3.1305
H -3.1289 1.5862 -1.6922 0.0058
H 0.1666 -1.8038 -5.4212 -0.0178
C 1.2272 -3.4524 0.2525 0.0443
C -0.0667 -0.1707 -3.4950 0.3027
H 1.3503 2.1243 -2.1142 -0.0294
C 2.2692 -1.6011 2.6544 0.0553
H -1.5563 -0.1851 -6.8819 0.0009
H -0.3479 -0.2599 4.2333 0.0189
H 1.0365 -1.5008 -6.9455 0.0016
C -1.6541 0.9064 -6.8984 0.0048
C -1.3798 -0.5262 -3.9380 0.1210
C 1.1113 1.3051 -6.3877 0.0045
C -2.5407 0.3732 -3.3744 0.0217
H 1.1740 -4.2378 1.0178 0.0084
C -0.0495 0.3738 3.3818 -0.0195
C -2.3608 0.0979 1.2783 -0.0113
H -3.1305 -0.3370 -2.7689 -0.0196
H -0.9946 -2.4736 -1.6303 0.0021
H -0.6634 3.3847 -7.4817 -0.0003
H -2.9376 -0.1801 2.1737 0.0053
C 1.1391 -1.5314 -5.8575 0.0153
H 3.8711 4.2479 4.5942 0.0004
H 2.5156 -0.7151 3.2547 0.0016
N 2.0641 1.3105 -0.1010 0.0104
H -2.9869 -0.1215 0.4090 -0.0030
C 1.0386 0.7254 -3.7523 0.1146
C -0.6059 3.4529 -6.3886 0.0002
H 3.7943 0.2199 -6.5211 0.0030
H -0.5686 3.4396 -4.1013 0.0026
H -2.0927 -3.1766 -0.4218 0.0138
C 3.6751 1.9823 1.4554 0.0459
C 3.3911 1.1285 0.3030 -0.0289
H 1.8707 -2.3126 -5.5960 -0.0034
H -0.7625 1.2054 3.3210 0.0025
C 4.7413 1.8280 2.3474 0.0040
C 0.5700 -2.2137 0.7314 0.4971
H -1.4954 3.9668 -6.0038 0.0001
C -1.5869 -2.2419 -0.7392 -0.0323
C -0.7042 -1.6640 0.3074 0.0719
H -1.8126 3.3605 -1.6556 0.0013
H 1.8972 0.3493 -3.1465 0.0097
H -3.1977 0.6689 -4.2122 -0.0021
C 4.8040 2.6489 3.4676 0.0008
H 0.2857 4.0194 -6.0936 -0.0002
O 1.3707 3.8860 -0.3577 -0.0020
H 1.0316 0.9445 -7.4249 0.0002
H 5.6503 2.5612 4.1573 0.0000
H 3.1182 -1.8122 1.9915 -0.0041
H -1.4041 1.2859 -7.8969 0.0000
C 1.0780 -1.3326 1.8071 -0.3135
H 2.2861 -3.2494 0.0196 0.0283
C 2.6833 3.6854 2.8834 0.0014
H 4.1108 0.5749 -4.7896 -0.0001
S 1.3203 2.8053 0.6026 0.0366
C 3.5603 -0.0684 -5.4849 0.0138
```

Calculated values
Net charge: +1
Energy above the lowest of the compared OMol25 structures with the same formula, charge and spin (kJ/mol): 131.3
Multiplicity: 6

***

What did we get for total energy? Answer: -3188.68682 -2625.88703 Eh, in the order shown.